Entry 1:
Formula: C12H22ClI2N2P2Pd
Source: the OMol25 dataset
Level of theory: ωB97M-V/def2-TZVPD

Calculated values
Frontier orbital gap (alpha / beta) (eV): 4.9 / 2.7
E_HOMO (alpha / beta) (eV): -16.225 / -16.846
Charge: +3
<S²>: 6.039
Spin multiplicity: 5
Total energy (eV): -66524.0170
LUMO level (alpha / beta) (eV): -11.3 / -14.1

```
42
Properties=species:S:1:pos:R:3:forces:R:3:lowdin_charge:R:1
I -0.516 1.348 -5.180 -0.0167 2.6254 -0.8485 0.636
I -0.449 -1.050 -4.757 0.0920 -2.8038 -0.5925 0.623
Pd -0.219 0.152 0.420 -1.9730 -0.3548 -1.2687 0.449
P -2.315 -0.161 -1.290 -1.9351 0.8118 0.2980 0.686
C -3.421 -0.110 0.167 0.5253 -1.2527 -1.1405 -0.239
C -2.929 1.273 -2.263 0.7748 0.6221 0.7340 -0.277
H -4.020 1.217 -2.244 0.0854 0.1396 -0.2021 0.074
H -4.216 -1.147 -2.373 -0.2928 0.0727 -0.0674 0.064
H -2.550 1.225 -3.290 -0.3382 0.0752 0.2210 -0.059
H -2.747 -1.332 -3.401 -0.6321 -0.1290 0.8817 -0.049
H -3.449 0.879 0.542 -0.2418 0.9675 0.5535 0.042
H -2.595 2.215 -1.790 -0.2710 -0.2867 -0.3623 0.067
C -3.163 -1.387 -2.365 1.5007 -0.8092 -0.1344 -0.265
H -4.375 -0.462 -0.229 -0.2287 0.1398 0.6184 0.066
H -3.005 -2.393 -1.965 -0.1971 -0.0171 -0.2442 0.065
H -2.979 -0.803 0.876 -0.4638 -0.0875 0.3913 0.039
P 2.462 0.109 -1.355 0.1833 -0.3960 -2.9257 0.647
C 3.435 0.263 0.143 -1.6297 0.2236 0.3983 -0.157
C 2.909 -1.416 -2.173 0.2652 -0.3616 0.5276 -0.220
H 2.540 1.165 -3.509 0.0636 -0.0291 0.0131 0.039
H 4.066 1.239 -2.545 -0.1617 0.3488 -0.2982 0.090
H 2.714 2.369 -2.182 0.1530 -0.1302 -0.1522 0.088
C 2.973 1.363 -2.532 0.3477 0.3054 0.8114 -0.210
H 2.502 -1.423 -3.193 0.2534 -0.0216 0.3418 0.038
H 4.014 -1.369 -2.181 -0.3424 -0.4179 -0.1768 0.097
H 4.404 0.555 -0.243 0.3301 0.1814 -0.0740 0.092
H 3.459 -0.695 0.637 0.0911 -0.2908 0.2495 0.070
H 2.565 -2.301 -1.604 0.2797 0.3670 -0.3213 0.091
H 2.984 1.009 0.796 0.3684 0.1083 0.1551 0.067
Cl 0.367 0.058 -1.878 2.5981 0.5188 1.2404 0.193
N -0.124 0.061 7.825 0.1832 -0.0451 -3.3402 0.206
C -0.051 0.035 6.651 0.1528 -0.3373 -0.0111 -0.093
C 0.055 0.041 5.098 0.6656 -1.2017 2.1609 -0.174
C 0.569 -1.023 4.370 0.1337 -0.0352 1.1330 -0.008
C 0.761 -1.140 2.922 0.4041 -0.3913 -0.3587 -0.198
N 0.891 -0.343 1.923 1.3580 -2.2056 1.4077 -0.080
C -0.259 1.194 3.076 -2.0447 1.9745 2.7448 0.089
C -0.423 1.211 4.439 -0.8779 1.5655 -2.6492 -0.086
H 0.876 -1.945 4.898 -0.3397 0.7148 -0.2597 0.139
H 0.866 -2.219 2.604 -0.0278 0.6921 0.3072 0.154
H -0.654 1.680 2.162 0.3323 0.3484 0.9498 0.042
H -0.952 2.057 4.996 0.8728 -1.1985 -0.7108 0.163
```
Positions in Å, forces in eV/Å.

=====

Entry 2:
Formula: C24H33BF3KN6O7
Source: the OMol25 dataset
Level of theory: ωB97M-V/def2-TZVPD

Calculated values
Frontier orbital gap (eV): 7.6
E_HOMO (eV): -3.359
Charge: -2
Total energy (eV): -73857.2182
LUMO level (eV): 4.3

```
75
Properties=species:S:1:pos:R:3:forces:R:3:lowdin_charge:R:1
K -3.199 0.323 2.136 -0.0469 -0.4934 -0.2522 0.824
O -0.623 -3.249 -0.506 -0.8626 0.6820 -0.0511 0.090
C -1.483 -2.276 -0.077 0.1695 1.0580 1.1426 -0.456
O -1.514 -1.894 1.078 0.1722 -0.8654 -1.1432 0.062
C -2.309 -1.558 -1.141 0.1843 -1.0872 -0.4766 -0.147
O -3.354 -0.891 -0.505 -0.1644 -0.0099 0.4522 -0.168
C -4.291 -0.328 -1.396 -0.8628 -0.6472 -0.5466 -0.142
C -5.382 0.593 -0.769 0.0111 0.8422 -0.1818 -0.701
O -6.220 0.988 -1.613 0.3466 -0.4710 0.2736 -0.078
O -5.295 0.927 0.438 0.3986 -0.4010 -0.0599 -0.124
H -0.035 -3.413 0.245 0.0388 0.0607 0.0883 0.116
H -2.626 -2.259 -1.946 -0.2396 0.0254 0.5669 0.139
H -1.625 -0.900 -1.670 0.3054 0.3961 0.1201 0.100
H -4.850 -1.123 -1.948 0.3493 0.2297 0.4069 0.127
H -3.772 0.227 -2.167 0.1950 0.4824 -0.2226 0.113
C -1.027 -0.713 -5.339 -1.0557 0.2524 0.8985 -0.082
C 0.209 -1.316 -4.722 1.0942 0.5591 -0.4812 -0.365
C 1.217 -1.709 -5.849 0.0004 0.5360 0.9106 -0.079
C 0.853 -0.378 -3.715 0.0463 -0.0754 -0.5028 -0.315
C 1.860 0.594 -3.890 0.2679 0.0127 1.0848 -0.024
C 2.081 1.035 -2.577 0.3856 0.0885 -0.9641 -0.109
N 1.268 0.416 -1.728 -0.7809 -1.2739 -1.1705 -0.006
N 0.486 -0.463 -2.456 0.3142 0.1300 1.1334 0.130
B 1.160 0.425 -0.175 0.1503 0.2781 0.2447 -0.424
N 2.523 -0.058 0.517 0.0313 1.0158 -0.3800 -0.031
C 3.686 0.642 0.607 -0.6253 -0.3838 0.4797 -0.096
C 4.609 -0.148 1.270 -0.7322 0.1626 -0.2796 -0.043
C 3.916 -1.339 1.542 -0.3596 0.2549 0.0636 -0.306
N 2.660 -1.253 1.090 0.2202 -0.8807 0.0803 0.127
C 4.471 -2.516 2.322 -0.6555 0.1931 -0.7841 -0.376
C 4.028 -2.504 3.772 -0.9382 -0.1826 0.3574 -0.078
C 4.135 -3.835 1.623 -0.8588 0.5880 -0.7167 -0.083
N 0.821 1.917 0.232 0.8897 0.1679 -0.3856 -0.041
C 1.564 3.032 -0.034 0.0706 -0.3531 -0.2317 -0.110
C 0.844 4.139 0.379 -0.3552 -1.2248 0.6736 -0.038
C -0.340 3.594 0.946 0.3282 -0.6597 -0.8947 -0.273
N -0.346 2.246 0.794 -0.2162 1.3127 0.6610 0.129
C -1.511 4.358 1.522 0.3998 0.3346 0.2575 -0.372
C -2.747 4.312 0.636 -0.2999 -0.5016 0.2754 -0.064
C -1.103 5.815 1.890 0.6395 -0.3618 -0.1363 -0.093
H -1.417 -1.348 -6.110 -0.3065 -0.4625 -0.5178 0.059
H -1.852 -0.536 -4.604 0.7272 -0.1803 -0.3982 0.089
H -0.804 0.241 -5.784 0.1798 0.5049 -0.2294 0.071
H -0.038 -2.200 -4.167 -0.2685 -0.5738 0.2938 0.121
H 1.407 -0.834 -6.488 0.0240 -0.2539 0.0869 0.071
H 2.164 -2.023 -5.390 -0.1407 0.0833 -0.1994 0.076
H 0.847 -2.525 -6.461 -0.1981 -0.0773 -0.1197 0.060
H 2.435 0.855 -4.769 -0.1859 0.0232 0.0970 0.081
H 2.809 1.722 -2.207 0.2983 0.3107 -0.0178 0.090
H 0.280 -0.306 0.133 0.0595 0.0957 0.1304 0.099
H 3.671 1.686 0.366 0.4022 0.0514 -0.2173 0.077
H 5.582 0.127 1.594 0.6277 0.1178 0.0697 0.076
H 5.542 -2.370 2.239 0.4324 -0.1247 0.3446 0.118
H 2.924 -2.512 3.900 0.5684 0.1080 -0.3870 0.099
H 4.383 -3.364 4.303 0.2997 -0.8978 0.1717 0.053
H 4.407 -1.690 4.363 0.1574 0.8065 -0.0900 0.063
H 3.049 -3.973 1.497 0.3105 0.1591 0.2275 0.078
H 4.545 -3.852 0.621 0.0926 0.2237 -0.3443 0.070
H 4.532 -4.701 2.091 0.4036 -0.7878 0.9027 0.048
H 2.551 2.961 -0.532 -1.0213 0.1850 0.4902 0.094
H 1.161 5.149 0.429 0.2254 0.6542 -0.2014 0.070
H -1.774 3.880 2.470 -0.0371 -0.0943 0.0130 0.129
H -2.614 4.709 -0.359 0.3330 0.2616 -0.2906 0.078
H -3.128 3.296 0.514 0.1562 -0.0329 -0.0127 0.072
H -3.537 4.863 1.123 -0.3974 0.3166 0.0937 0.068
H -0.839 6.409 0.981 -0.1601 -0.3888 0.6517 0.079
H -1.878 6.346 2.450 -0.1873 -0.1486 -0.2584 0.062
H -0.228 5.772 2.575 -0.3182 0.1300 -0.5580 0.079
F -4.265 -2.919 6.410 -0.8932 -0.4132 0.5332 0.112
C -3.193 -2.923 5.602 -0.1529 1.7520 -0.4856 -0.582
F -3.074 -4.133 5.077 -0.0028 -0.7150 -0.2276 0.139
F -2.151 -2.733 6.412 0.8454 -0.0540 0.3786 0.120
C -3.381 -1.753 4.535 0.9067 -0.9258 0.6791 -0.693
O -2.985 -0.639 4.884 0.1258 0.8136 0.3931 -0.048
O -3.866 -2.142 3.488 -0.8607 -0.2573 -1.3119 -0.012
```
Positions in Å, forces in eV/Å.